1 | This record from the Open Molecules 2025 dataset describes 2 unconnected molecules or ions with the total composition C2H8N2S2. The level of theory is ωB97M-V with the def2-TZVPD basis set.

Calculated values
Lowest unoccupied orbital energy (alpha / beta) (Eh): 0.103 / 0.103
Net charge: -1
Molar mass (g/mol): 124.23
Expectation value of S²: 0.75
Spin multiplicity: 2
HOMO energy (alpha / beta) (eV): -0.3 / -3.1

Last column: Löwdin spin population.
CARTESIAN COORDINATES (ANGSTROEM)
C  1.11201  1.96340  0.24147  0.041
S  0.24589  3.16174  1.28891  0.440
S  -1.31973  1.75962  2.20800  0.473
H  1.08468  0.92072  0.58189  0.005
H  2.14255  2.32047  0.31294  0.014
H  0.84758  1.99424  -0.80804  0.001
H  -0.92737  2.03239  3.45375  0.027
N  0.67087  -4.66037  -1.62414  0.000
C  -0.14036  -4.07763  -2.57898  0.000
N  0.37788  -3.49823  -3.59083  0.000
H  1.56301  -4.17996  -1.65632  0.000
H  0.21213  -4.53277  -0.72102  0.000
H  -1.22699  -3.98062  -2.52643  0.000
H  -0.26757  -3.61623  -4.36153  0.000

2 | This record from the Open Molecules 2025 dataset describes 2 unconnected molecules or ions with the total composition C2H8N2S2. The level of theory is ωB97M-V with the def2-TZVPD basis set.

Calculated values
Lowest unoccupied orbital energy (alpha / beta) (Eh): 0.112 / 0.119
Net charge: -1
Molar mass (g/mol): 124.23
Expectation value of S²: 0.75
Spin multiplicity: 2
HOMO energy (alpha / beta) (eV): 0.9 / -4.6

Last column: Löwdin spin population.
CARTESIAN COORDINATES (ANGSTROEM)
C  -1.11696  1.73697  1.16478  0.053
S  -1.17343  1.04594  -0.53473  0.220
S  -1.71441  -1.03259  -0.24496  0.072
H  -0.31442  1.17404  1.76008  0.001
H  -2.06502  1.66578  1.79858  0.002
H  -0.77985  2.85603  1.18809  0.016
H  -0.64206  -1.56811  0.28895  0.018
N  2.03291  -0.83489  -1.03175  0.079
C  2.58289  -0.98980  0.19836  0.196
N  2.42463  -0.17624  1.23368  0.119
H  1.57472  0.05472  -1.27163  0.081
H  2.59378  -1.05992  -1.80044  0.051
H  3.59449  -1.54857  0.16808  0.020
H  2.24553  0.80736  0.75108  0.072

Going by the energies, 1 is most stable and the next is 0.0622 hartree up.

1 | This record from the Open Molecules 2025 dataset describes 2 unconnected molecules or ions with the total composition C2H4O2S2. The level of theory is ωB97M-V with the def2-TZVPD basis set.

Calculated values
Lowest unoccupied orbital energy (alpha / beta) (Eh): -0.061 / -0.062
Net charge: 0
Molar mass (g/mol): 124.19
Spin multiplicity: 1
HOMO energy (alpha / beta) (eV): -9.7 / -9.7

Last column: Löwdin charge in e.
CARTESIAN COORDINATES (ANGSTROEM)
C  -1.14997  -0.29968  -0.59002  -0.113
C  -1.46118  0.42258  0.43935  -0.066
O  1.61928  1.58756  0.05139  -0.598
O  1.69823  -1.32927  1.24047  -0.592
S  2.26478  0.62856  -0.85625  0.598
S  2.22774  -1.28142  -0.10665  0.594
H  -0.95170  -1.35459  -0.53263  0.049
H  -0.93371  0.05591  -1.49831  0.004
H  -1.72127  1.50706  0.40859  0.074
H  -1.59220  0.06328  1.44405  0.051

2 | This record from the Open Molecules 2025 dataset describes C2H4O2S2 in the gas phase. The level of theory is ωB97M-V with the def2-TZVPD basis set.

Calculated values
Lowest unoccupied orbital energy (alpha / beta) (Eh): -0.011 / -0.004
Net charge: 0
SMILES string: O/C(S)=C(/O)S
Molar mass (g/mol): 124.19
Spin multiplicity: 1
HOMO energy (alpha / beta) (eV): -7.8 / -7.9

Last column: Löwdin charge in e.
CARTESIAN COORDINATES (ANGSTROEM)
O  -0.92067  1.72776  0.29674  -0.014
C  -0.71879  0.44378  0.37278  -0.679
S  -2.18228  -0.47476  0.45267  0.823
C  0.65666  -0.35676  -0.38031  -0.618
O  0.84777  -1.66924  -0.02279  -0.126
S  2.22288  0.53355  -0.13889  0.703
H  -0.21280  2.20923  -0.08647  0.086
H  -2.81399  0.11060  -0.54707  -0.129
H  0.40156  -2.15189  -0.69565  0.073
H  2.71966  -0.37225  0.74900  -0.119

3 | This record from the Open Molecules 2025 dataset describes a molecular structure, C2H4O2S2. The level of theory is ωB97M-V with the def2-TZVPD basis set.

Calculated values
Lowest unoccupied orbital energy (Eh): -0.028
Net charge: 0
Molar mass (g/mol): 124.19
Spin multiplicity: 1
HOMO energy (eV): -10.0

Last column: Löwdin charge in e.
CARTESIAN COORDINATES (ANGSTROEM)
C  0.05673  0.86702  -0.43976  -0.455
C  -0.64808  0.39295  0.83198  -0.494
O  0.98585  -2.41133  -1.35980  -0.518
O  1.33114  0.38142  -0.48702  -0.315
S  -0.74095  -1.42983  0.70904  0.628
S  1.17481  -1.72223  -0.12523  0.760
H  -0.53469  0.55656  -1.31843  0.112
H  0.12112  1.96528  -0.44270  0.131
H  -0.07521  0.64284  1.72372  0.074
H  -1.67072  0.75732  0.90819  0.076

Going by the energies, 3 is most stable and the next is 0.0453 hartree up.

1 | This record from the Open Molecules 2025 dataset describes C5H9N2P in the gas phase. The level of theory is ωB97M-V with the def2-TZVPD basis set.

Calculated values
Lowest unoccupied orbital energy (Eh): 0.038
Net charge: 0
SMILES string: CCc1p[nH]nc1C
Molar mass (g/mol): 128.12
Spin multiplicity: 1
HOMO energy (eV): -8.8

Last column: Löwdin charge in e.
CARTESIAN COORDINATES (ANGSTROEM)
C  -1.57752  1.83419  0.30164  -0.180
C  -1.26816  0.77857  -0.69154  -0.198
C  0.42540  0.22685  -0.55579  -0.382
P  1.79622  1.18470  -0.88181  0.932
N  2.73599  -0.03372  -0.20569  -0.320
N  2.11535  -1.07656  0.23819  -0.014
C  0.82343  -0.99843  0.03483  -0.470
C  0.00585  -2.15737  0.41651  -0.051
H  -1.16355  1.55073  1.28549  0.067
H  -2.62516  2.15310  0.41659  0.067
H  -0.99674  2.86765  0.25565  0.105
H  -1.41290  1.11105  -1.65386  0.044
H  -1.83900  -0.17848  -0.48037  0.089
H  3.68405  -0.00012  -0.03445  0.057
H  0.37205  -2.93588  -0.22139  0.067
H  -1.14899  -1.90836  0.28540  0.104
H  0.07366  -2.41794  1.49059  0.083

2 | This record from the Open Molecules 2025 dataset describes C5H9N2P in the gas phase. The level of theory is ωB97M-V with the def2-TZVPD basis set.

Calculated values
Lowest unoccupied orbital energy (alpha / beta) (Eh): -0.011 / -0.012
Net charge: 0
Molar mass (g/mol): 128.12
Spin multiplicity: 1
HOMO energy (alpha / beta) (eV): -6.9 / -7.0

Last column: Löwdin charge in e.
CARTESIAN COORDINATES (ANGSTROEM)
C  1.05356  -0.47542  -0.23194  -0.266
C  -0.04826  0.20815  -0.28407  -0.091
C  2.20832  -1.30134  -0.73335  -0.077
C  -2.41788  1.32038  -0.56881  -0.123
C  -0.87035  1.42905  -0.69917  -0.197
N  0.72990  0.09568  1.07856  -0.039
N  0.34273  -1.08143  1.95163  -0.474
P  1.23666  -2.50456  2.14073  0.655
H  2.97852  -0.62914  -0.93525  0.052
H  1.99341  -2.06700  -1.50085  0.091
H  2.49313  -1.84405  0.18860  -0.049
H  -2.69803  1.11869  0.48083  0.060
H  -2.92992  0.48723  -1.24949  0.118
H  -2.85518  2.33245  -0.66665  0.063
H  -0.32685  2.04234  0.02986  0.110
H  -0.67843  1.62876  -1.78757  0.119
H  -0.21133  -0.75978  2.78693  0.047

Going by the energies, 1 is most stable and the next is 0.1800 hartree up.

1 | This record from the Open Molecules 2025 dataset describes C6H6O4 in the gas phase. The level of theory is ωB97M-V with the def2-TZVPD basis set.

Calculated values
Lowest unoccupied orbital energy (Eh): -0.029
Net charge: 0
SMILES string: O=C(O)/C=C/C=C/C(=O)O
Molar mass (g/mol): 142.11
Spin multiplicity: 1
HOMO energy (eV): -10.2

Last column: Löwdin charge in e.
CARTESIAN COORDINATES (ANGSTROEM)
O  3.63607  -0.90557  -0.28985  0.122
C  3.02749  0.07276  0.00699  -0.477
O  3.64310  1.32503  0.21013  0.065
C  1.51782  0.26574  0.07579  0.008
C  0.72762  -0.82840  -0.00321  -0.038
C  -0.80964  -0.77491  -0.01253  -0.026
C  -1.44705  0.34539  -0.14312  -0.048
C  -2.89855  0.39542  -0.13057  -0.482
O  -3.60279  1.35831  -0.18847  0.126
O  -3.46001  -0.85685  0.26964  0.018
H  4.58012  1.27610  0.12165  0.089
H  1.03543  1.28039  0.35538  0.147
H  1.15329  -1.70229  -0.37678  0.087
H  -1.36588  -1.82239  0.38236  0.194
H  -1.31612  1.31426  -0.40661  0.098
H  -4.42090  -0.74297  0.12920  0.115

2 | This record from the Open Molecules 2025 dataset describes C6H6O4 in the gas phase. The level of theory is ωB97M-V with the def2-TZVPD basis set.

Calculated values
Lowest unoccupied orbital energy (alpha / beta) (Eh): -0.033 / -0.015
Net charge: 0
Molar mass (g/mol): 142.11
Spin multiplicity: 1
HOMO energy (alpha / beta) (eV): -7.6 / -8.2

Last column: Löwdin charge in e.
CARTESIAN COORDINATES (ANGSTROEM)
C  -0.32795  -1.25536  0.36398  -0.004
C  -0.44455  -0.71394  1.69425  -0.018
C  0.71884  2.73524  1.30160  -0.257
C  0.07577  -0.49236  -0.68470  -0.192
C  0.15351  1.47961  1.12676  -0.118
C  0.13829  -0.90497  -2.06792  -0.176
O  0.74702  3.28118  2.37501  0.065
O  -0.26818  0.60127  1.95161  0.103
O  0.45572  0.87417  -0.32672  -0.007
O  -0.66881  -2.08269  -2.30175  -0.065
H  -0.57813  -2.27284  0.40762  0.103
H  -0.57865  -1.16822  2.59256  0.093
H  1.15936  3.23260  0.47541  0.120
H  1.14118  -0.99491  -2.37583  0.126
H  -0.20472  -0.19419  -2.74783  0.112
H  -1.51870  -2.12458  -1.78407  0.115

Going by the energies, 1 is most stable and the next is 0.1448 hartree up.